The molecule C3H2ClN3O3 in a non-equilibrium geometry. Source: the OMol25 dataset; level of theory: wB97M-V/def2-TZVPD.

Results
Structure (SMILES) = O=C=NC(=O)N/C(Cl)=[NH+]/[O-]
E_HOMO (spin up / spin down) = -8.68 / -8.68 eV
Relative energy (zero: lowest compared OMol25 entry of this formula, charge and spin) = 0.0 kcal/mol
Molar mass = 163.52 g/mol
HOMO-LUMO gap (spin up / spin down) = 8.829 / 8.827 eV
LUMO (spin up / spin down) = 0.150 / 0.151 eV
Multiplicity = 1

Cartesian coordinates (Å):
C (1.490, -1.135, -1.669)
C (-0.986, 0.862, 0.612)
C (0.454, -1.183, 0.647)
N (1.036, -0.795, -0.613)
N (-0.479, -0.323, 1.095)
N (-0.474, 1.542, -0.378)
O (1.958, -1.328, -2.698)
O (0.801, -2.079, 1.328)
O (-1.059, 2.441, -1.009)
Cl (-2.512, 1.375, 1.265)
H (0.455, 1.283, -0.597)
H (-0.683, -0.661, 2.016)